1.
91
Properties=species:S:1:pos:R:3:forces:R:3:mulliken_charge:R:1 method="wB97M-V/def2-TZVPD" multiplicity=1 energy_ha=-9500.67255 e_above_lowest_kj_mol=22.7 charge=+2 gap_ev=7.02
Sc -0.0323 -0.1161 -0.1713 0.4 0.0 0.2 -1.29
C -0.7745 4.4535 -0.9804 0.0 0.0 0.0 -0.47
O -1.7153 4.1913 0.0666 0.1 0.1 0.1 -0.51
C -2.6830 3.2778 -0.2298 0.0 0.0 -0.1 0.49
C -4.0021 3.6895 -0.2970 -0.1 0.1 0.0 -0.41
C -5.0263 2.7729 -0.5246 0.0 0.1 0.0 -0.94
C -4.7190 1.4376 -0.6735 0.0 -0.2 0.0 -0.94
C -3.3922 0.9883 -0.5868 0.0 0.1 -0.1 1.68
C -3.1526 -0.4452 -0.6625 -0.1 -0.1 0.1 -1.31
N -2.0194 -1.0098 -0.4637 -0.1 -0.1 -0.1 1.69
N -2.0206 -2.3958 -0.5738 0.1 -0.1 0.0 -1.10
C -0.8282 -2.8705 -0.3427 -0.1 0.1 0.0 0.24
O 0.1941 -2.1059 -0.0336 -0.1 -0.1 0.0 -0.40
C -0.6035 -4.3256 -0.4550 0.0 0.0 0.0 0.35
C 0.6991 -4.8210 -0.4378 0.0 0.0 0.0 -0.26
C 0.9279 -6.1816 -0.5743 0.0 0.0 0.0 -0.85
C -0.1434 -7.0529 -0.7199 0.0 0.0 0.0 -0.37
C -1.4441 -6.5629 -0.7315 0.0 0.0 0.0 -0.76
C -1.6768 -5.2039 -0.6032 0.0 0.0 0.0 -0.35
C -2.3475 1.9194 -0.3824 0.0 -0.1 0.2 -0.72
O -1.0910 1.5351 -0.2032 -0.2 0.1 0.0 0.94
H -0.2325 5.3476 -0.6874 0.0 0.0 0.0 0.31
H -1.2934 4.6424 -1.9224 0.0 0.0 0.0 0.30
H -0.0820 3.6208 -1.1027 0.0 -0.1 0.0 -0.08
H -4.2118 4.7447 -0.1688 0.0 0.0 0.0 0.55
H -6.0524 3.1098 -0.5853 0.0 0.0 0.0 0.45
H -5.5067 0.7121 -0.8466 0.0 0.0 0.0 0.50
H -4.0054 -1.0879 -0.8741 0.0 0.0 0.0 0.42
H 1.5269 -4.1320 -0.3280 0.0 0.0 0.0 0.43
H 1.9407 -6.5640 -0.5708 0.0 0.0 0.0 0.43
H 0.0347 -8.1152 -0.8270 0.0 0.0 0.0 0.41
H -2.2776 -7.2441 -0.8438 0.0 0.0 0.0 0.43
H -2.6849 -4.8113 -0.6172 0.0 0.0 0.0 0.45
C 3.2670 2.2491 0.2858 -0.1 0.0 0.0 -1.34
As 2.6622 0.6350 -0.6159 0.1 0.1 -0.1 1.28
C 3.9757 -0.6443 0.0417 0.0 0.0 0.0 -1.30
C 3.2971 1.0588 -2.4182 -0.1 -0.1 0.0 -1.40
C 2.9232 0.1358 -3.5876 0.0 0.0 0.0 2.41
C 3.1423 -1.3338 -3.2030 0.0 0.0 0.0 -1.73
C 1.4704 0.3479 -4.0538 0.1 0.0 0.1 -1.56
As 0.0195 -0.4125 -2.9799 0.0 0.1 -0.1 1.69
C -1.4820 0.4753 -3.8415 0.0 0.0 0.0 -1.44
C -0.1832 -2.2128 -3.6793 0.0 0.0 0.1 -1.48
C 3.8654 0.4428 -4.7717 0.0 0.0 0.0 -2.20
As 4.2053 2.2200 -5.6147 0.0 0.0 0.0 0.32
C 5.3120 3.0785 -4.2347 0.0 0.0 0.0 -1.04
C 2.5742 3.2748 -5.2989 0.0 0.0 0.0 -0.93
H 4.3254 2.4126 0.0956 0.1 0.0 0.0 0.46
H 3.1033 2.1553 1.3573 0.0 0.0 0.0 0.40
H 2.7012 3.1038 -0.0817 0.0 0.0 0.0 0.34
H 4.9485 -0.4452 -0.4022 0.0 0.0 0.0 0.43
H 3.6700 -1.6606 -0.1942 0.0 0.0 0.0 0.26
H 4.0575 -0.5338 1.1216 0.0 0.0 0.0 0.44
H 4.3834 1.1093 -2.3288 0.1 0.0 0.0 0.80
H 2.9525 2.0740 -2.6176 0.0 0.0 0.0 -0.12
H 2.4903 -1.6414 -2.3771 0.0 0.0 0.0 -0.08
H 4.1765 -1.5078 -2.8979 0.0 0.0 0.0 0.44
H 2.9331 -1.9895 -4.0507 0.0 0.0 0.0 0.43
H 1.3475 -0.0725 -5.0538 0.0 0.0 0.0 0.62
H 1.2458 1.4106 -4.1323 0.0 0.0 0.0 0.22
H -1.3764 0.4317 -4.9237 0.0 0.0 0.0 0.53
H -1.5263 1.5169 -3.5245 0.0 0.0 0.0 0.33
H -2.4072 -0.0222 -3.5564 0.0 0.0 0.0 0.41
H -0.1269 -2.1981 -4.7659 0.0 0.0 0.0 0.48
H -1.1555 -2.5933 -3.3690 0.0 0.0 0.0 0.48
H 0.5898 -2.8667 -3.2809 0.0 0.0 0.0 0.36
H 3.5692 -0.1977 -5.6063 0.0 0.0 0.0 0.55
H 4.8767 0.1187 -4.5036 0.0 0.0 0.0 0.58
H 6.1543 2.4313 -3.9882 0.0 0.0 0.0 0.32
H 4.7661 3.3310 -3.3267 0.0 0.0 0.0 0.22
H 5.7146 3.9962 -4.6621 0.0 0.0 0.0 0.42
H 1.7337 2.8589 -5.8532 0.0 0.0 0.0 0.32
H 2.7746 4.2690 -5.6988 0.0 0.0 0.0 0.43
H 2.3123 3.3805 -4.2451 0.0 0.0 0.0 0.12
N -3.0879 1.4722 2.5790 0.0 -0.1 0.0 -0.01
C -1.6813 1.6678 3.0745 0.0 -0.1 0.0 -0.81
P -0.8530 0.0171 2.9471 0.0 0.3 0.0 1.09
O -1.9473 -0.9714 2.7786 0.0 0.0 0.0 -0.95
O 0.3095 0.1058 1.9740 -0.2 -0.1 -0.1 -0.31
C 0.0026 -0.3973 4.5237 0.0 -0.1 -0.1 -0.64
N 0.6566 -1.7239 4.1992 -0.1 0.1 0.0 -0.25
H -3.1700 1.7258 1.5777 0.0 0.0 0.0 -0.35
H -3.7706 2.0212 3.0994 0.0 0.0 0.0 0.40
H -3.3073 0.4608 2.6488 0.0 0.0 0.0 0.44
H -1.7238 2.0354 4.0982 0.0 0.0 0.0 0.66
H -1.1731 2.3980 2.4473 -0.1 0.0 0.0 0.16
H -0.6939 -0.5538 5.3427 0.0 0.0 0.0 0.43
H 0.7756 0.3127 4.8077 0.1 0.0 0.0 0.38
H 1.1960 -1.6285 3.3302 0.0 0.0 0.0 0.18
H -0.0624 -2.4342 4.0240 0.0 0.0 0.0 0.37
H 1.2703 -2.0571 4.9434 0.0 0.0 0.0 0.42

2.
89
Properties=species:S:1:pos:R:3:forces:R:3:mulliken_charge:R:1 method="wB97M-V/def2-TZVPD" multiplicity=1 energy_ha=-6444.97102 e_above_lowest_kj_mol=350.2 charge=0 gap_ev=6.72
Sn -0.2260 0.2521 -0.5937 -0.5 -0.3 0.3 1.42
C -3.7492 -2.8406 2.4250 0.0 0.0 0.0 -1.42
C -3.3446 -2.4178 1.0149 0.0 0.1 0.0 1.12
C -1.8863 -2.7506 0.7317 0.0 0.0 0.0 -0.58
C -3.6793 -0.9700 0.7583 0.1 0.1 0.0 -0.04
C -4.8309 -0.2753 1.1720 -0.1 0.0 -0.1 -1.43
C -4.7517 0.9401 0.5319 0.0 0.0 0.0 -0.37
N -3.6183 0.9665 -0.1877 0.0 0.0 0.0 0.03
N -2.9400 -0.1945 -0.0350 0.0 0.0 -0.1 0.43
B -3.1677 2.0976 -1.1314 0.0 0.0 0.0 -0.21
N -2.7019 1.5367 -2.4854 -0.1 0.1 0.0 -0.06
C -3.2874 1.7733 -3.6690 0.0 0.0 -0.1 -0.22
C -2.7169 0.9458 -4.6098 0.0 0.0 0.0 -1.53
C -1.7599 0.2061 -3.8998 0.0 -0.1 0.0 -0.05
N -1.7554 0.5834 -2.6223 0.1 0.1 0.1 0.80
C -0.9082 -0.9158 -4.4318 0.0 0.0 0.0 0.40
C 0.5310 -0.4862 -4.7158 0.0 0.0 0.0 -1.10
C -0.9418 -2.1337 -3.5088 0.0 0.0 0.0 -1.10
N -2.0723 2.9607 -0.4514 0.0 0.0 0.0 -0.47
C -2.2016 4.2577 -0.1564 0.0 0.1 0.0 -0.27
C -1.1232 4.6455 0.6039 0.0 0.0 0.0 -1.64
C -0.3530 3.4869 0.7468 0.1 0.0 -0.1 -0.28
N -0.9365 2.4748 0.0954 0.0 -0.1 -0.1 1.35
C 0.9243 3.4397 1.5475 0.0 0.1 0.0 0.84
C 1.5878 2.0948 1.7019 -0.1 0.0 0.0 0.28
C 1.9693 4.3986 0.9485 0.0 0.0 0.0 -1.55
H -3.5199 -3.8954 2.5845 0.0 0.0 0.0 0.44
H -3.2103 -2.2587 3.1759 0.0 0.0 0.0 0.10
H -4.8166 -2.7020 2.5964 0.0 0.0 0.0 0.41
H -3.9499 -3.0025 0.3111 0.0 0.0 0.0 0.21
H -1.2165 -2.1018 1.2986 0.0 0.0 0.0 -0.19
H -1.6747 -3.7870 1.0027 0.0 0.0 0.0 0.60
H -1.6546 -2.6254 -0.3251 0.0 0.0 -0.1 -0.22
H -5.6262 -0.6227 1.8073 0.0 0.0 0.0 0.40
H -5.4250 1.7801 0.5278 0.0 0.0 0.0 0.45
H -4.1028 2.8268 -1.3299 0.0 0.0 0.0 -0.21
H -4.0832 2.4929 -3.7521 0.0 0.0 0.0 0.47
H -2.9673 0.8637 -5.6529 0.0 0.0 0.0 0.48
H -1.3648 -1.2033 -5.3838 0.0 0.0 0.0 0.37
H 1.0594 -0.2669 -3.7892 0.0 0.0 0.0 -0.09
H 1.0656 -1.2808 -5.2415 0.0 0.0 0.0 0.43
H 0.5640 0.4165 -5.3260 0.0 0.0 0.0 0.39
H -0.5004 -1.8927 -2.5388 0.0 0.0 0.0 -0.20
H -1.9630 -2.4734 -3.3332 0.0 0.0 0.0 0.35
H -0.3699 -2.9566 -3.9423 0.0 0.0 0.0 0.49
H -3.0609 4.8098 -0.4949 0.0 0.0 0.0 0.50
H -0.9228 5.6196 1.0140 0.0 0.0 0.0 0.53
H 0.6704 3.8125 2.5448 0.0 0.0 0.0 0.40
H 2.0516 1.7231 0.7907 0.0 0.0 0.0 -0.87
H 2.2731 2.0422 2.5427 0.0 0.0 0.0 0.80
H 0.8331 1.2367 1.9009 0.1 -0.1 -0.1 -1.77
H 2.2198 4.0900 -0.0655 0.0 0.0 0.0 0.27
H 1.5767 5.4140 0.9165 0.0 0.0 0.0 0.43
H 2.8771 4.4037 1.5539 0.0 0.0 0.0 0.46
O 2.2332 -0.9191 0.3844 0.0 0.0 0.2 0.00
C 3.1579 -1.6445 0.0830 0.0 0.0 -0.1 -0.28
C 2.9775 -2.8901 -0.7492 -0.1 -0.1 0.1 -0.35
C 3.8043 -2.7172 -2.0406 0.0 0.0 0.0 -0.97
C 3.8955 -1.2619 -2.5462 0.0 0.0 0.0 0.47
C 5.0166 -0.4040 -1.9327 0.0 0.0 0.0 -0.97
C 4.8261 -0.0541 -0.4557 0.0 0.1 0.0 0.01
N 4.4750 -1.2648 0.3095 0.0 -0.1 0.1 -0.22
H 1.9138 -2.9776 -0.9696 0.0 0.0 0.0 0.10
H 3.2811 -3.7838 -0.1979 0.0 0.0 0.0 0.40
H 3.3502 -3.3378 -2.8144 0.0 0.0 0.0 0.49
H 4.8153 -3.1103 -1.8957 0.0 0.0 0.0 0.33
H 2.9375 -0.7531 -2.4043 0.0 0.0 0.0 -0.59
H 4.0625 -1.2908 -3.6244 0.0 0.0 0.0 0.44
H 5.0946 0.5265 -2.4992 0.0 0.0 0.0 0.40
H 5.9705 -0.9306 -2.0567 0.0 0.0 0.0 0.31
H 4.0063 0.6534 -0.3365 0.0 0.0 0.0 -0.29
H 5.7280 0.3914 -0.0362 0.0 0.0 0.0 0.39
H 5.1152 -2.0151 0.0768 0.0 0.0 0.0 0.37
C 0.7089 -2.3435 3.5320 0.0 0.0 0.0 -1.04
Ge 0.3083 -0.4524 3.8166 0.1 -0.1 0.1 0.85
C 1.8792 0.3577 4.6633 0.0 0.0 0.0 -1.39
C -1.2197 -0.3115 5.0355 0.0 0.0 -0.1 -1.32
C -0.2231 0.4520 2.1335 -0.2 0.0 0.1 0.19
H 1.0526 -2.7738 4.4740 0.0 0.0 0.0 0.45
H 1.4863 -2.4751 2.7819 0.0 0.0 -0.1 0.11
H -0.1780 -2.8868 3.2099 0.0 0.0 0.0 0.37
H 2.0240 -0.1069 5.6393 0.0 0.0 0.0 0.43
H 1.7508 1.4299 4.8112 0.0 0.0 0.0 0.38
H 2.7759 0.1849 4.0681 0.0 0.0 0.0 0.37
H -1.1643 -1.0852 5.8013 0.0 0.0 0.0 0.40
H -2.1568 -0.4317 4.4914 0.0 0.0 0.0 0.35
H -1.2358 0.6633 5.5231 0.0 0.0 0.0 0.40
H -0.9171 1.2586 2.4204 0.0 0.0 -0.1 0.30
Br 1.6252 1.7659 -1.8682 0.3 0.3 -0.2 -0.69

Q: What is the charge in the first record?
A: +2